Density functional theory data (wB97M-V/def2-TZVPD) for a 11-piece molecular cluster, C28H81F3N12O13S overall in a non-equilibrium geometry.

For the HOMO energy, the calculation gives -8.7 eV. The calculation puts the orbital gap at 8.64 eV. The LUMO energy comes out at -0.1 eV. The net charge is 0. Its energy above the lowest of the compared OMol25 structures with the same formula, charge and spin is 0.0000 eV. Its strongest force on any atom is 6.06 eV/Å.

Geometry as XYZ:
```
138
Properties=species:S:1:pos:R:3:forces:R:3
O 0.487700 8.885900 4.915770 0.112 -0.654 -1.891
H -0.362230 9.195010 4.593800 -0.383 0.658 -0.019
H 1.034650 9.546030 5.347810 1.035 2.188 0.428
H 0.376790 8.175980 5.552420 -0.879 -2.478 1.396
C 4.253730 10.501620 7.243600 -0.994 1.780 0.870
F 4.910390 9.956180 6.266260 1.055 0.415 -0.996
F 3.754250 9.481150 7.919890 -0.793 -0.062 0.871
F 5.061000 11.216280 8.104880 -0.973 -0.846 -1.537
S 2.788620 11.671750 6.542860 0.094 1.607 0.823
O 2.076100 12.223430 7.721340 0.673 -2.247 -1.599
O 3.421290 12.800180 5.848100 -0.114 -2.034 0.261
O 2.011250 10.765620 5.659110 0.996 0.570 1.416
C 6.361490 14.216460 4.709200 4.205 3.483 -0.875
O 7.360020 14.919960 4.408540 -0.933 -1.341 0.241
N 6.324740 13.302880 5.642340 0.457 -2.164 1.902
N 5.191340 14.397410 4.180040 -3.224 0.610 -1.934
H 7.136400 13.166090 6.227650 -0.430 0.064 0.121
H 5.367740 13.059580 5.854610 0.640 -0.714 0.974
H 4.430030 13.928530 4.649780 -0.397 0.483 -0.768
H 5.053110 15.168510 3.542560 -0.035 -0.276 0.321
C 8.098720 9.357860 4.110050 -2.855 0.367 1.247
O 7.193460 8.500540 3.989330 2.049 0.928 0.213
N 8.047360 10.379200 5.004950 -0.767 -0.304 0.863
N 9.193210 9.500960 3.389920 1.271 -1.776 -2.209
H 7.286790 10.329400 5.667630 0.250 0.750 -0.232
H 8.652280 11.170230 4.836280 -0.618 0.070 0.707
H 9.814200 10.294340 3.460840 -0.058 -0.632 -0.158
H 9.323050 8.696200 2.793600 0.686 0.622 -0.408
C 1.126310 13.900470 10.430300 0.937 1.161 2.943
O 0.896190 14.320430 11.566290 -0.057 -0.095 -0.478
N 0.290880 13.318880 9.635880 -5.093 -2.413 -2.240
N 2.293450 13.938030 9.824080 3.155 0.972 0.344
H 0.608370 12.663670 8.935880 0.132 0.370 0.126
H -0.646830 13.142850 9.967260 0.185 0.216 0.129
H 2.373480 13.577400 8.884060 0.571 0.124 0.414
H 3.063930 14.155530 10.439840 0.165 0.058 -0.620
C -0.477310 6.562910 9.063380 0.435 1.491 0.868
C -0.680800 7.446430 7.838760 -1.637 -1.151 0.148
C -0.580630 8.956090 8.072370 -0.241 -1.461 -0.537
O -1.248020 9.655630 7.005770 0.573 0.940 1.009
C -1.434060 11.044980 7.378030 0.614 0.244 0.075
N 0.113910 6.839840 6.774200 0.134 1.420 -1.325
H -0.989530 6.939450 9.948790 -0.621 -0.249 -0.092
H 0.558890 6.704410 9.370560 0.383 -0.650 -0.122
H -0.730930 5.524920 8.848090 0.131 0.113 0.165
H -1.725630 7.331740 7.550180 -0.183 -0.159 -0.248
H 0.490170 9.128680 8.180540 0.157 1.102 0.034
H -1.148340 9.131300 8.986220 0.363 0.258 0.277
H -1.831650 11.616030 6.539030 -0.072 -0.362 0.001
H -0.517470 11.534810 7.706700 0.648 -0.326 -0.673
H -2.017360 11.243440 8.277180 -0.878 -0.807 -0.077
H 1.105390 6.847980 6.966540 0.682 0.070 0.622
H -0.098940 5.854560 6.710870 -0.334 -0.018 -0.285
C 1.413090 13.943310 3.508920 -1.436 0.398 0.279
C 0.426890 12.956620 2.790490 1.190 1.210 -0.102
C 0.458650 13.200060 1.253580 -1.216 -1.350 0.618
O 1.730210 13.049410 0.692940 1.030 0.628 0.555
C 1.803800 13.386000 -0.655100 -0.236 0.028 -1.502
N 0.719300 11.601930 3.199880 0.226 -0.807 -0.725
H 0.903620 14.901430 3.611650 0.031 0.303 -0.176
H 2.391610 14.146160 3.073660 -0.127 -0.533 -0.306
H 1.534600 13.617280 4.541890 0.205 -0.064 -0.044
H -0.575500 13.048870 3.208590 -0.234 1.137 -0.536
H -0.042920 14.139570 1.021510 0.329 0.382 -0.031
H -0.127250 12.410110 0.783700 -0.679 -0.111 0.000
H 1.180250 12.779180 -1.311660 -0.362 -0.683 0.238
H 2.800380 13.273730 -1.082090 0.233 -0.069 0.691
H 1.468180 14.382880 -0.940920 0.034 0.558 0.707
H 1.135250 11.703800 4.114600 0.260 -0.523 -0.149
H 1.422750 11.267020 2.557150 0.466 -0.458 0.232
C 4.636630 17.924720 3.986160 0.597 -0.869 -1.067
C 3.465770 18.578130 4.650650 0.183 -1.795 0.957
C 2.641280 17.516610 5.474420 1.126 0.398 0.488
O 3.510810 16.959830 6.524740 -1.346 -0.398 -0.817
C 3.000380 15.740410 7.155710 1.396 1.026 -0.292
N 4.025530 19.580470 5.528080 -0.573 1.173 0.142
H 5.167640 18.652500 3.372600 0.235 0.253 0.230
H 4.365650 17.179410 3.238370 -0.250 -0.402 0.075
H 5.314620 17.486450 4.718520 0.034 -0.048 -0.123
H 2.877310 18.989230 3.830400 -0.578 0.359 0.472
H 2.301500 16.726320 4.805030 0.080 -0.207 -0.085
H 1.762230 17.972360 5.930100 -0.035 0.146 0.116
H 2.420300 15.941540 8.056360 -0.564 0.189 -0.403
H 3.892070 15.240510 7.533980 0.192 -0.049 -0.070
H 2.564070 15.044610 6.439070 -0.420 0.275 0.024
H 4.533750 19.151770 6.288370 -0.165 -0.368 0.160
H 4.740720 20.034030 4.977730 0.090 0.463 0.117
C 3.158280 4.772810 8.534890 1.471 -0.151 1.021
C 3.773830 6.167730 8.421900 -0.021 -1.276 0.926
C 5.308930 6.304260 8.346940 -0.342 -0.518 0.054
O 6.035470 5.937690 9.517350 0.552 0.250 -0.900
C 7.415300 6.336330 9.312080 -0.367 -0.223 0.885
N 3.133250 6.660670 7.239850 0.242 1.406 -0.968
H 3.754690 4.172380 9.221830 -0.220 -0.104 0.285
H 3.268480 4.272750 7.572660 -0.460 -0.066 -0.080
H 2.136920 4.859750 8.905510 -0.001 -0.273 -0.335
H 3.458270 6.770820 9.273250 -0.084 0.084 0.152
H 5.425050 7.361420 8.108140 0.546 0.313 0.032
H 5.742600 5.718740 7.536260 -0.267 -0.037 -0.505
H 8.030120 5.890070 10.093710 -0.395 0.410 0.532
H 7.426620 7.426270 9.315310 0.410 0.048 0.103
H 7.951670 5.970400 8.436590 -0.825 -0.132 -0.739
H 3.358570 6.035620 6.479160 -0.003 -0.208 -0.263
H 3.593640 7.525170 6.993310 -0.167 0.418 -0.338
C 0.470300 6.327630 12.798740 0.643 -0.472 -0.839
C 0.916160 7.765910 13.045700 -1.341 -0.970 -0.819
C 1.438490 8.437220 11.776460 0.690 -0.787 0.613
O 2.079810 9.657670 12.159720 -0.454 -0.164 -1.629
C 2.012390 10.599980 11.073790 -0.530 0.200 0.503
N -0.332950 8.385600 13.553040 1.408 0.673 0.370
H 1.281450 5.719900 12.397720 0.199 -0.154 0.205
H -0.284710 6.288670 12.013540 -0.283 0.138 -0.005
H 0.049810 5.839140 13.677750 0.165 0.244 0.073
H 1.780900 7.720470 13.707700 -0.445 0.519 0.690
H 0.681050 8.465790 10.993150 -0.695 1.057 0.186
H 2.127650 7.758160 11.274420 0.857 -0.117 0.187
H 2.444240 10.305480 10.117300 0.353 -0.642 0.095
H 2.485810 11.544050 11.343420 -0.080 -0.190 0.345
H 0.951750 10.766440 10.885530 -0.127 0.368 -0.131
H -1.072550 8.157450 12.904170 -0.120 -0.124 -0.114
H -0.198490 9.383730 13.477140 -0.208 0.415 0.299
C 8.102900 11.896890 9.037250 -0.176 0.290 0.019
C 8.718320 13.103930 9.738500 -0.205 -1.237 -0.151
C 9.837660 12.640120 10.717130 -1.273 1.039 0.169
O 10.404160 13.777200 11.319130 0.679 0.369 -0.406
C 11.665940 13.448050 11.844590 -0.077 0.780 0.607
N 9.192050 14.005870 8.640790 0.667 -0.118 1.527
H 7.718220 11.100710 9.674610 -0.012 0.153 0.306
H 8.805060 11.448300 8.334520 -0.150 0.146 -0.266
H 7.263840 12.416630 8.574700 -0.117 -0.860 -0.746
H 7.832490 13.577550 10.161690 0.510 0.198 0.992
H 10.552350 12.021230 10.174640 0.394 0.192 -0.386
H 9.550190 12.048200 11.586090 -0.929 -0.610 -0.364
H 12.058130 14.327640 12.355080 0.190 0.237 -0.502
H 12.301850 13.104970 11.028500 0.384 -0.106 0.261
H 11.597340 12.740390 12.670800 -0.105 -0.690 -0.210
H 10.146910 14.153390 8.935050 0.935 -0.160 -0.653
H 8.892440 14.937000 8.892450 -0.745 0.335 -0.244
```
Forces are in eV/Å.